# 1
{
  "formula": "C17H23CoF5NO2P2S",
  "method": "ωB97M-V with the def2-TZVPD basis set",
  "elements": ["Co", "P", "C", "C", "N", "C", "C", "C", "C", "C", "P", "H", "H", "H", "H", "H", "H", "H", "H", "O", "H", "H", "O", "H", "C", "H", "H", "H", "C", "H", "H", "H", "C", "H", "H", "H", "C", "H", "H", "H", "F", "C", "C", "F", "C", "F", "C", "S", "C", "F", "C", "F"],
  "xyz": [[-0.1689, 0.1412, -0.0471], [-0.1045, -0.4395, -2.1205], [-0.6530, 1.1260, -2.8054], [-1.3548, 1.9646, -1.9181], [-1.2378, 1.6949, -0.5642], [-1.7982, 2.4726, 0.3760], [-2.6047, 3.5454, 0.0210], [-2.7802, 3.8212, -1.3359], [-2.1629, 3.0590, -2.3149], [-1.5366, 2.1386, 1.8220], [0.0559, 1.2149, 1.9379], [-2.2572, 3.2234, -3.3877], [-3.0524, 4.1267, 0.8140], [-3.4201, 4.6365, -1.6348], [-1.4922, 3.0466, 2.4371], [-2.3099, 1.4802, 2.2488], [1.2694, 2.9980, -3.3790], [-0.7407, 1.2915, -3.8848], [3.3542, 2.5910, -1.2857], [2.1455, 3.3405, -3.1330], [2.3908, 3.8522, -3.9362], [1.2298, -0.4114, 0.1244], [3.7673, 1.9837, -0.6305], [3.2169, 2.1088, 0.1710], [1.2758, 2.5377, 2.1620], [0.9930, 3.1874, 3.0066], [2.2474, 2.0635, 2.3766], [1.3479, 3.1445, 1.2479], [-0.0808, 0.4882, 3.5985], [0.8784, 0.0215, 3.8553], [-0.3113, 1.2630, 4.3464], [-0.8741, -0.2681, 3.6139], [-1.3386, -1.6237, -2.7402], [-1.3803, -1.5066, -3.8335], [-1.0706, -2.6534, -2.4815], [-2.3111, -1.3732, -2.2993], [1.3957, -0.8586, -3.0324], [1.6650, -1.8968, -2.7991], [1.1789, -0.7557, -4.1062], [2.2039, -0.1765, -2.7393], [0.3629, -6.6749, -1.8493], [0.3504, -5.5580, -1.0817], [-0.8658, -4.9423, -0.7931], [-2.0190, -5.4622, -1.2663], [-0.8711, -3.7436, -0.0809], [-2.0521, -3.1638, 0.2431], [0.3404, -3.1298, 0.2796], [0.3865, -1.5914, 1.1180], [1.5440, -3.8197, 0.0601], [2.6996, -3.2944, 0.5122], [1.5539, -5.0188, -0.6424], [2.7244, -5.6127, -0.9516]],
  "multiplicity": 4,
  "charge": 1,
  "energy_ev": -104206.4816,
  "homo_energy_ev": [-9.82, -11.91],
  "gap_ha": [0.2415, 0.2414],
  "s2": 3.82,
  "fmax_ev_per_a": 1.50,
  "lumo_ev": [-3.25, -5.34]
}

---

# 2
{
  "formula": "C17H23F3N4O2PRhS3Se",
  "method": "ωB97M-V with the def2-TZVPD basis set",
  "elements": ["Rh", "F", "C", "F", "F", "C", "C", "C", "C", "N", "C", "S", "H", "H", "H", "C", "C", "O", "P", "S", "S", "O", "C", "C", "H", "H", "H", "H", "H", "H", "H", "H", "H", "H", "Se", "C", "N", "N", "C", "N", "C", "C", "C", "C", "C", "H", "H", "H", "H", "H", "H", "H", "H", "H", "H"],
  "xyz": [[-0.2963, 0.2937, 0.5491], [-2.5653, -4.6924, 3.4753], [-1.3316, -4.3254, 3.0328], [-0.6431, -5.5054, 2.9410], [-0.7608, -3.6456, 4.0370], [-1.3880, -3.6380, 1.7277], [-1.9343, -4.4024, 0.6126], [-2.0070, -3.7851, -0.6138], [-1.5782, -2.4733, -0.8064], [-1.0826, -1.7558, 0.2560], [-1.0005, -2.3222, 1.4700], [-0.3264, -1.1882, 2.5832], [-2.2704, -5.4163, 0.7656], [-2.4071, -4.3246, -1.4648], [-1.6053, -1.9723, -1.7616], [2.3237, 1.8846, -5.6820], [1.6793, 1.0900, -4.5692], [1.3802, 1.9975, -3.5012], [0.5453, 1.4628, -2.2283], [0.3407, 2.9632, -0.9722], [1.3452, -0.2109, -1.5191], [-0.8744, 1.0168, -2.8625], [-1.9572, 1.9363, -3.0454], [-1.7537, 2.8143, -4.2636], [2.5920, 1.2232, -6.5075], [3.2272, 2.3786, -5.3238], [1.6393, 2.6473, -6.0543], [2.3443, 0.3087, -4.1934], [0.7554, 0.6137, -4.9069], [-2.0655, 2.5409, -2.1432], [-2.8436, 1.3101, -3.1463], [-0.8919, 3.4673, -4.1237], [-2.6359, 3.4363, -4.4256], [-1.5925, 2.2051, -5.1552], [-2.4555, 1.5072, 0.9953], [-3.3868, 0.2776, 2.0023], [-3.9948, -0.4704, 2.6388], [1.7337, 1.1341, 1.5283], [2.7766, 1.1562, 1.0254], [3.9450, 1.2135, 0.4312], [4.1274, 2.1656, -0.6671], [4.8499, 3.4088, -0.1665], [6.1526, 3.0267, 0.5366], [5.8971, 2.0283, 1.6660], [5.1528, 0.8057, 1.1382], [3.1475, 2.3887, -1.0885], [4.7200, 1.6612, -1.4377], [4.1941, 3.9433, 0.5270], [5.0471, 4.0787, -1.0058], [6.6527, 3.9159, 0.9259], [6.8345, 2.5748, -0.1931], [5.2913, 2.4993, 2.4457], [6.8373, 1.7171, 2.1271], [4.8724, 0.1213, 1.9375], [5.7813, 0.2569, 0.4294]],
  "de_lowest_kcal_mol": 9.0,
  "multiplicity": 6,
  "charge": -1,
  "energy_ev": -146361.6046,
  "homo_energy_ev": [-2.10, -5.37],
  "gap_ha": [0.1645, 0.2113],
  "s2": 8.79,
  "fmax_ev_per_a": 0.41,
  "lumo_ev": [2.37, 0.38]
}

---

# 3
{
  "formula": "C17H23F3N5O6PS",
  "method": "ωB97M-V with the def2-TZVPD basis set",
  "elements": ["C", "C", "C", "C", "N", "P", "H", "N", "C", "C", "C", "C", "C", "C", "H", "H", "H", "H", "H", "H", "H", "H", "H", "H", "H", "H", "H", "H", "H", "H", "H", "H", "H", "H", "O", "S", "O", "C", "F", "F", "F", "C", "C", "C", "N", "O", "O", "N", "C", "C", "N", "O", "O", "C", "H", "H"],
  "xyz": [[-1.2098, -7.2806, 1.3051], [0.1073, -6.8045, 0.7041], [0.7924, -7.9931, 0.0221], [-0.1305, -5.7094, -0.3262], [0.9407, -6.2569, 1.8001], [2.0564, -4.9439, 1.5628], [1.3016, -3.7061, 2.0732], [2.9870, -5.5139, 2.9042], [4.4237, -5.1953, 3.1134], [4.6311, -4.9549, 4.6033], [4.7748, -3.9441, 2.3204], [5.3228, -6.3470, 2.6566], [2.4686, -6.6627, 3.4561], [1.3259, -7.0882, 2.8298], [-1.6854, -6.4694, 1.8692], [-1.8840, -7.5873, 0.4944], [-1.0577, -8.1400, 1.9689], [1.7628, -7.7106, -0.4060], [0.9277, -8.8354, 0.7127], [0.1588, -8.3526, -0.8018], [0.8006, -5.4139, -0.8305], [-0.8052, -6.1070, -1.0967], [-0.6129, -4.8269, 0.1122], [4.4250, -5.8643, 5.1776], [5.6748, -4.6632, 4.7727], [3.9733, -4.1455, 4.9334], [4.6415, -4.0904, 1.2398], [4.1867, -3.0906, 2.6721], [5.8345, -3.7161, 2.4978], [5.1839, -6.5645, 1.5903], [6.3744, -6.0624, 2.8021], [5.1521, -7.2574, 3.2430], [2.9754, -7.1464, 4.2892], [0.7527, -7.9823, 3.0593], [3.4337, -0.1110, 4.4550], [2.3774, -1.0929, 4.4133], [2.6437, -2.4893, 4.0901], [1.5850, -1.1260, 6.1308], [2.5203, -1.5393, 7.0053], [1.1450, 0.0994, 6.4856], [0.5458, -1.9898, 6.1365], [1.1152, -0.5438, 3.2780], [0.4275, -1.4850, 2.4816], [-0.6280, -0.9910, 1.7046], [-1.6016, -1.7095, 1.0196], [-1.7560, -2.8930, 0.7393], [-2.5713, -0.7632, 0.6427], [-2.2313, 0.5058, 1.0596], [-1.0369, 0.3516, 1.6958], [-0.2695, 1.3076, 2.4790], [-0.5565, 2.7152, 2.5352], [-1.4993, 3.2090, 1.8891], [0.1887, 3.4105, 3.2679], [0.7939, 0.8225, 3.2680], [0.5773, -2.5517, 2.5547], [1.3810, 1.5040, 3.8933]],
  "de_lowest_kcal_mol": 3.8,
  "multiplicity": 1,
  "energy_ev": -66004.5136,
  "homo_energy_ev": -6.54,
  "gap_ha": 0.1401,
  "fmax_ev_per_a": 3.23,
  "lumo_ev": -2.73
}

---

# 4
{
  "formula": "C17H23F5NO2P2Rh",
  "method": "ωB97M-V with the def2-TZVPD basis set",
  "elements": ["Rh", "P", "C", "C", "N", "C", "C", "C", "C", "C", "P", "H", "H", "H", "H", "H", "H", "H", "H", "O", "H", "H", "O", "H", "C", "H", "H", "H", "C", "H", "H", "H", "C", "H", "H", "H", "C", "H", "H", "H", "F", "C", "C", "C", "F", "C", "F", "C", "F", "C", "F"],
  "xyz": [[0.0246, 0.0272, -0.0487], [-2.1421, 0.3986, -0.5443], [-2.1279, 0.8262, -2.2692], [-0.8864, 1.2290, -2.7706], [0.2505, 0.9233, -2.0340], [1.4561, 1.3800, -2.3926], [1.6332, 2.1600, -3.5380], [0.5201, 2.4675, -4.3259], [-0.7228, 1.9928, -3.9566], [2.6507, 1.0778, -1.4984], [2.1881, -0.3336, -0.4316], [-1.6207, 2.2386, -4.5124], [2.6475, 2.5058, -3.7505], [0.6624, 3.0786, -5.2141], [3.5471, 0.8725, -2.1049], [2.8810, 1.9277, -0.8300], [-2.1152, -1.2506, -3.7531], [-3.0180, 1.0475, -2.8473], [-0.8083, -3.2312, -2.7000], [-1.9245, -2.2039, -3.8360], [-2.3892, -2.4501, -4.6631], [-0.0847, -1.5448, 0.1925], [-0.5697, -3.5719, -1.8072], [0.3685, -3.3630, -1.7042], [2.6704, -1.7607, -1.4440], [3.7169, -1.6716, -1.7627], [2.5350, -2.6217, -0.7828], [2.0082, -1.8163, -2.3141], [3.3843, -0.3100, 0.8924], [3.2072, -1.2491, 1.4251], [4.4157, -0.2617, 0.5128], [3.1601, 0.5514, 1.5280], [-2.9963, 1.7225, 0.3623], [-3.9881, 1.8231, -0.0999], [-3.0972, 1.4412, 1.4213], [-2.4274, 2.6566, 0.2708], [-3.2513, -0.9939, -0.2963], [-3.3664, -1.0949, 0.7920], [-4.2064, -0.7363, -0.7708], [-2.7922, -1.8856, -0.7371], [-0.6541, -0.1330, 3.0727], [-0.2332, 1.1355, 2.8029], [0.1544, 1.4739, 1.5139], [0.3152, 2.8260, 1.2314], [0.4544, 3.2417, -0.0628], [0.1884, 3.8093, 2.2133], [0.2916, 5.1133, 1.8924], [-0.1362, 3.4426, 3.5246], [-0.2952, 4.3703, 4.4819], [-0.3591, 2.0902, 3.8207], [-0.7703, 1.7188, 5.0512]],
  "de_lowest_kcal_mol": 0.0,
  "multiplicity": 5,
  "charge": 2,
  "energy_ev": -58741.2029,
  "homo_energy_ev": [-15.10, -15.82],
  "gap_ha": [0.3238, 0.1944],
  "s2": 6.06,
  "fmax_ev_per_a": 2.39,
  "lumo_ev": [-6.29, -10.53]
}

---

# 5
{
  "formula": "C17H23FeN2O4",
  "method": "ωB97M-V with the def2-TZVPD basis set",
  "elements": ["O", "C", "Fe", "C", "O", "C", "O", "C", "C", "C", "C", "C", "C", "C", "H", "H", "H", "H", "H", "H", "H", "H", "H", "C", "N", "C", "C", "C", "C", "C", "C", "N", "O", "H", "H", "H", "H", "H", "H", "H", "H", "H", "H", "H", "H", "H", "H"],
  "xyz": [[0.3348, -1.2974, 2.5801], [0.0331, -1.7510, 1.5483], [-0.0083, -2.4418, -0.0364], [-0.1468, -4.2220, 0.5168], [-0.1158, -5.1351, 1.2269], [1.7313, -2.2845, -0.1188], [2.8317, -1.9678, 0.0967], [0.4186, 2.4432, -1.0285], [1.2270, 1.2396, -1.6552], [0.5185, 0.0145, -2.3225], [-0.2109, -1.0546, -1.5190], [-1.1463, -0.7269, -0.5281], [-1.1269, 0.5798, 0.1732], [-0.6405, 1.8516, -0.0966], [0.0209, 3.0669, -1.8560], [1.9596, 1.6426, -2.3817], [1.7909, 0.8181, -0.8104], [-0.2285, 0.3069, -3.0850], [1.3117, -0.5516, -2.8494], [-0.3114, -2.0050, -2.1048], [-2.0707, -1.3285, -0.4664], [-1.6932, 0.4637, 1.1067], [-1.2220, 2.6463, 0.4105], [1.4204, 8.6413, 0.1904], [0.9858, 7.3336, 0.6514], [-0.0318, 7.3958, 1.6836], [1.5053, 6.1959, 0.1062], [0.9546, 4.8011, 0.5786], [1.3703, 4.5380, 2.0289], [2.5548, 3.5642, 1.9762], [2.5739, 2.8967, 0.5812], [1.4413, 3.5608, -0.2404], [2.3676, 6.2739, -0.7748], [2.1526, 8.5444, -0.6082], [0.5434, 9.1959, -0.1669], [1.8543, 9.2152, 1.0200], [-0.5247, 6.4334, 1.8549], [0.3917, 7.7469, 2.6369], [-0.7844, 8.1320, 1.3777], [-0.1252, 4.8612, 0.4338], [1.6052, 5.4492, 2.6121], [0.5056, 4.0260, 2.4800], [3.5188, 4.0329, 2.2362], [2.4063, 2.7811, 2.7285], [3.5542, 3.0157, 0.0809], [2.3066, 1.8436, 0.6618], [1.8842, 4.0392, -1.0311]],
  "multiplicity": 5,
  "charge": -1,
  "energy_ev": -63552.7160,
  "homo_energy_ev": [0.38, -5.41],
  "gap_ha": [0.0807, 0.2744],
  "s2": 6.07,
  "fmax_ev_per_a": 4.20,
  "lumo_ev": [2.58, 2.06]
}